Arrangement A

Here is one molecule with the formula C4H7ClN2 from OMol25. Energies are from the ωB97M-V functional and the def2-TZVPD basis.

```
14
Properties=species:S:1:pos:R:3:mulliken_charge:R:1
C -0.225 1.405 0.659 -1.05
C 0.004 0.226 0.113 0.87
C 0.296 -0.042 -1.324 0.38
C -0.204 -1.040 0.900 -1.33
N 0.836 -1.189 -1.525 -0.63
N -0.223 0.798 -2.309 -0.29
Cl 0.212 0.615 -4.021 -0.10
H -0.475 1.245 1.715 0.23
H -0.252 2.441 0.385 0.36
H -1.024 -0.795 1.565 0.40
H -0.436 -1.867 0.292 0.40
H 0.575 -1.365 1.537 0.29
H 1.156 -1.271 -2.471 0.21
H -0.636 1.739 -2.006 0.27
```

Properties
SMILES string: [H]/N=C(\NCl)C(=C)C
Net charge: 0

***

Arrangement B

Here is one molecule with the formula C4H7ClN2 from OMol25. Energies are from the ωB97M-V functional and the def2-TZVPD basis.

```
14
Properties=species:S:1:pos:R:3:mulliken_charge:R:1
C -0.417 1.207 0.309 0.16
C -0.549 0.272 1.518 -1.22
C 0.634 -0.652 -1.045 -1.19
C 0.405 0.869 -0.772 0.29
N -1.547 2.053 0.005 -0.10
N -2.046 1.443 -0.931 -0.37
Cl 2.018 1.502 -0.240 -0.22
H -1.508 -0.143 1.457 0.40
H -0.716 0.957 2.391 0.36
H 0.286 -0.326 1.541 0.36
H 0.841 -0.783 -2.151 0.31
H -0.373 -1.030 -0.771 0.29
H 1.415 -1.130 -0.489 0.36
H 0.250 1.349 -1.689 0.57
```

Properties
Net charge: 0

***

Result of the stability comparison: arrangement A is the most stable of them.

***

Arrangement A

Here is C39H45AgBrCl3GeN4O3 as an isolated structure from OMol25. Energies are from the ωB97M-V functional and the def2-TZVPD basis.

```
97
Properties=species:S:1:pos:R:3:mulliken_spin:R:1
Ag -1.876 -0.177 -1.547 0.49
C 1.013 -1.882 6.100 0.00
C 0.759 -0.465 5.568 0.00
C 2.015 0.387 5.801 0.00
C -0.388 0.148 6.371 0.00
C 0.442 -0.525 4.076 0.00
C -0.743 -0.065 3.524 0.00
C -0.961 -0.191 2.165 0.00
Br -2.606 0.505 1.493 0.00
C -0.065 -0.781 1.235 -0.01
O -0.379 -1.023 0.006 0.04
C 1.210 -1.121 1.805 0.01
C 1.382 -1.030 3.178 0.00
C 2.430 -1.594 0.990 0.00
C 3.697 -0.893 1.515 0.00
C 2.590 -3.112 1.155 0.00
C 2.365 -1.277 -0.505 0.00
H 1.225 -1.860 7.173 0.00
H 1.862 -2.348 5.597 0.00
H 0.139 -2.515 5.933 0.00
H 2.247 0.448 6.868 0.00
H 1.865 1.399 5.420 0.00
H 2.881 -0.035 5.291 0.00
H -0.126 0.164 7.432 0.00
H -1.307 -0.429 6.260 0.00
H -0.590 1.174 6.059 0.00
H -1.512 0.393 4.129 0.00
H 2.333 -1.356 3.582 0.00
H 3.954 -1.186 2.533 0.00
H 3.569 0.191 1.497 0.00
H 4.545 -1.149 0.876 0.00
H 2.670 -3.391 2.208 0.00
H 3.488 -3.458 0.636 0.00
H 1.733 -3.630 0.720 0.00
H 2.199 -0.212 -0.673 0.00
H 1.571 -1.825 -0.996 0.00
H 3.317 -1.560 -0.963 0.00
C 5.138 3.612 -0.034 0.00
O 3.800 4.060 -0.020 0.00
C 3.261 4.470 -1.204 0.00
C 1.922 4.866 -1.156 0.00
C 1.269 5.254 -2.303 0.00
C 1.940 5.264 -3.531 0.00
C 3.282 4.938 -3.558 0.00
C 3.947 4.516 -2.409 0.00
N 1.341 5.730 -4.754 0.00
N 0.212 5.356 -5.130 0.00
C -0.506 4.305 -4.501 0.00
C -1.837 4.559 -4.243 0.00
C -2.630 3.708 -3.480 0.01
C -2.119 2.517 -2.942 0.02
O -2.799 1.762 -2.170 0.08
C -0.757 2.168 -3.343 -0.04
N -0.297 0.957 -2.935 0.01
C 0.889 0.552 -3.314 0.00
C 1.703 1.309 -4.173 0.00
C 1.272 2.538 -4.577 0.00
C 0.024 3.034 -4.133 -0.01
H 5.381 3.343 0.991 0.00
H 5.819 4.397 -0.374 0.00
H 5.256 2.732 -0.673 0.00
H 1.406 4.835 -0.206 0.00
H 0.224 5.530 -2.257 0.00
H 3.811 4.987 -4.502 0.00
H 4.986 4.229 -2.475 0.00
H -2.243 5.495 -4.610 0.00
H -3.658 3.960 -3.256 0.00
H 1.220 -0.413 -2.955 0.00
H 2.648 0.904 -4.507 0.00
H 1.871 3.133 -5.253 0.00
C -3.311 -5.023 -0.540 0.00
N -3.135 -4.157 0.662 0.00
C -2.011 -4.638 1.510 0.00
C -2.930 -2.698 0.339 0.08
C -4.057 -2.108 -0.465 -0.19
C -5.384 -2.486 -0.258 0.03
C -6.404 -1.929 -1.012 -0.02
C -6.103 -0.964 -1.966 0.03
C -4.791 -0.546 -2.145 -0.10
C -3.774 -1.123 -1.400 0.50
H -3.606 -6.013 -0.199 0.00
H -2.364 -5.061 -1.071 0.00
H -4.068 -4.585 -1.182 0.00
H -3.994 -4.217 1.206 0.00
H -1.106 -4.607 0.905 0.00
H -2.222 -5.656 1.830 0.00
H -1.911 -3.976 2.367 0.00
H -1.971 -2.607 -0.172 -0.02
H -2.827 -2.200 1.305 0.00
H -5.648 -3.223 0.499 0.00
H -7.428 -2.240 -0.849 0.00
H -6.894 -0.520 -2.558 0.00
H -4.562 0.248 -2.843 0.02
Cl -0.016 -4.574 -1.516 0.01
Ge -0.641 -2.695 -2.767 0.03
Cl 0.882 -3.046 -4.403 0.02
Cl -2.448 -3.680 -3.805 0.00
```

Properties
⟨S²⟩: 0.76
Multiplicity: 2
Net charge: -1

***

Arrangement B

Here is C39H45AgBrCl3GeN4O3 as an isolated structure from OMol25. Energies are from the ωB97M-V functional and the def2-TZVPD basis.

```
97
Properties=species:S:1:pos:R:3:mulliken_spin:R:1
Ag -1.949 -1.355 -0.157 0.48
C 6.114 -0.621 -2.215 0.00
C 5.590 -0.895 -0.798 0.00
C 6.221 0.114 0.172 0.00
C 6.039 -2.297 -0.387 0.00
C 4.068 -0.756 -0.776 0.00
C 3.210 -1.788 -0.427 0.00
C 1.843 -1.582 -0.474 0.00
Br 0.733 -3.057 0.014 0.00
C 1.193 -0.379 -0.866 -0.01
O -0.085 -0.283 -1.017 0.04
C 2.100 0.705 -1.123 0.01
C 3.466 0.459 -1.106 0.00
C 1.660 2.149 -1.456 0.00
C 2.475 3.138 -0.604 0.00
C 1.922 2.425 -2.943 0.00
C 0.185 2.457 -1.173 0.00
H 7.202 -0.748 -2.258 0.00
H 5.878 0.397 -2.535 0.00
H 5.657 -1.311 -2.929 0.00
H 7.312 0.010 0.182 0.00
H 5.849 -0.050 1.186 0.00
H 5.981 1.142 -0.109 0.00
H 7.130 -2.361 -0.430 0.00
H 5.630 -3.060 -1.054 0.00
H 5.727 -2.532 0.634 0.00
H 3.576 -2.759 -0.121 0.00
H 4.122 1.287 -1.360 0.00
H 3.536 3.146 -0.862 0.00
H 2.386 2.892 0.457 0.00
H 2.092 4.152 -0.755 0.00
H 2.969 2.242 -3.205 0.00
H 1.683 3.466 -3.185 0.00
H 1.291 1.782 -3.562 0.00
H -0.072 2.230 -0.136 0.00
H -0.474 1.884 -1.817 0.01
H 0.007 3.523 -1.354 0.00
C 1.488 4.709 3.791 0.00
O 1.202 3.341 3.998 0.00
C 0.000 3.042 4.566 0.00
C -0.264 1.687 4.764 0.00
C -1.469 1.284 5.299 0.00
C -2.437 2.227 5.665 0.00
C -2.145 3.568 5.510 0.00
C -0.942 3.987 4.943 0.00
N -3.668 1.875 6.326 0.00
N -4.344 0.895 5.946 0.00
C -4.029 0.185 4.759 0.00
C -4.189 -1.184 4.817 0.00
C -3.763 -2.037 3.803 0.01
C -3.158 -1.542 2.637 0.02
O -2.674 -2.306 1.736 0.07
C -3.134 -0.087 2.496 -0.04
N -2.689 0.399 1.309 0.01
C -2.710 1.691 1.090 0.00
C -3.229 2.603 2.023 0.00
C -3.667 2.138 3.227 0.00
C -3.588 0.758 3.528 0.00
H 2.487 4.754 3.366 0.00
H 1.469 5.268 4.731 0.00
H 0.781 5.164 3.091 0.00
H 0.485 0.963 4.468 0.00
H -1.673 0.229 5.427 0.00
H -2.882 4.301 5.817 0.00
H -0.763 5.044 4.804 0.00
H -4.610 -1.594 5.731 0.00
H -3.856 -3.111 3.903 0.00
H -2.334 2.038 0.137 0.00
H -3.288 3.653 1.767 0.00
H -4.104 2.816 3.948 0.00
C -2.141 -2.155 -5.163 0.00
N -0.840 -2.600 -4.568 0.00
C 0.302 -1.792 -5.083 0.00
C -0.831 -2.578 -3.059 0.07
C -1.898 -3.456 -2.466 -0.19
C -2.210 -4.700 -3.015 0.03
C -3.210 -5.488 -2.462 -0.02
C -3.892 -5.032 -1.338 0.03
C -3.554 -3.810 -0.768 -0.11
C -2.561 -3.032 -1.334 0.52
H -2.113 -2.358 -6.232 0.00
H -2.255 -1.090 -4.974 0.00
H -2.955 -2.691 -4.684 0.00
H -0.691 -3.566 -4.844 0.00
H 0.112 -0.753 -4.830 0.00
H 0.362 -1.913 -6.163 0.00
H 1.218 -2.130 -4.606 0.00
H -0.938 -1.535 -2.747 -0.02
H 0.161 -2.908 -2.757 0.00
H -1.674 -5.084 -3.883 0.00
H -3.448 -6.449 -2.900 0.00
H -4.678 -5.633 -0.896 0.00
H -4.054 -3.476 0.134 0.02
Cl -1.595 1.093 -4.249 0.01
Ge -2.825 0.618 -2.312 0.02
Cl -3.903 2.609 -2.294 0.02
Cl -4.457 -0.617 -3.380 0.00
```

Properties
⟨S²⟩: 0.76
Multiplicity: 2
Net charge: -1

***

Result of the stability comparison: arrangement A is the most stable of them.

***

Arrangement A

Here is a 3-piece molecular cluster, C2H11N2O2 overall from OMol25. Energies are from the ωB97M-V functional and the def2-TZVPD basis.

```
17
Properties=species:S:1:pos:R:3:mulliken_charge:R:1
C -1.135 0.967 1.884 -0.73
N -0.462 0.895 0.561 -0.10
C -0.508 1.929 -0.337 0.20
N -0.151 1.745 -1.637 -0.29
H -0.342 1.662 2.365 0.31
H -2.166 1.459 1.602 0.27
H -1.329 0.011 2.435 0.31
H 0.046 0.098 0.123 0.23
H -0.799 3.003 -0.089 0.36
H 0.356 0.988 -2.025 0.20
H -0.605 2.267 -2.367 0.25
H 2.287 -3.705 0.741 0.32
H 0.896 -3.728 0.117 0.34
O 1.598 -3.108 0.447 -0.64
H 1.551 -1.465 -1.188 0.32
H 0.079 -1.827 -1.183 0.26
O 0.685 -1.190 -1.450 -0.62
```

Properties
Net charge: +1

***

Arrangement B

Here is a 3-piece molecular cluster, C2H11N2O2 overall from OMol25. Energies are from the ωB97M-V functional and the def2-TZVPD basis.

```
17
Properties=species:S:1:pos:R:3:mulliken_charge:R:1
C -2.139 -0.278 1.144 -0.77
N -0.090 0.302 -1.789 -0.33
C -0.735 0.431 -0.663 0.25
N -1.861 -0.120 -0.280 -0.16
H -2.003 -1.289 1.517 0.30
H -3.139 0.079 1.384 0.33
H -1.487 0.374 1.723 0.30
H -0.367 -0.451 -2.416 0.24
H 0.861 0.636 -1.812 0.29
H -0.212 0.910 0.155 0.28
H -2.457 -0.627 -0.923 0.26
H 3.178 1.701 -0.286 0.31
H 2.218 2.899 -0.177 0.32
O 2.266 1.932 -0.192 -0.62
H 1.498 -3.063 1.258 0.33
H 2.358 -1.762 1.100 0.32
O 1.567 -2.129 1.539 -0.64
```

Properties
Net charge: +1

***

Arrangement C

Here is a 3-piece molecular cluster, C2H11N2O2 overall from OMol25. Energies are from the ωB97M-V functional and the def2-TZVPD basis.

```
17
Properties=species:S:1:pos:R:3:mulliken_charge:R:1
C -0.725 1.909 0.499 -0.86
N 0.939 -1.182 -0.434 -0.33
C 0.664 0.078 -0.237 0.03
N -0.257 0.569 0.567 -0.08
H -0.200 2.585 1.224 0.32
H -0.449 2.384 -0.463 0.36
H -1.915 1.892 0.679 0.28
H 0.825 -1.914 0.344 0.29
H 1.638 -1.497 -1.237 0.30
H 1.399 0.734 -0.642 0.47
H -0.015 0.136 1.479 0.22
H -0.440 -0.157 -3.092 0.30
H 0.957 -0.523 -3.853 0.33
O 0.477 -0.477 -2.916 -0.63
H -1.704 -1.768 2.719 0.29
H -0.282 -1.289 3.044 0.34
O -0.911 -1.481 2.318 -0.64
```

Properties
Net charge: +1

***

Arrangement D

Here is a 3-piece molecular cluster, C2H11N2O2 overall from OMol25. Energies are from the ωB97M-V functional and the def2-TZVPD basis.

```
17
Properties=species:S:1:pos:R:3:mulliken_charge:R:1
C 0.489 0.681 1.068 -0.45
C 0.487 -0.516 1.672 -0.22
N 1.630 -1.177 2.118 -0.37
N -0.125 0.773 -0.275 -0.26
H 0.943 1.610 1.374 0.40
H -0.413 -1.134 1.688 0.38
H 1.578 -1.578 3.046 0.23
H 2.560 -0.880 1.868 0.25
H 0.529 1.320 -0.841 0.42
H -0.079 -0.160 -0.859 0.25
H -1.081 1.038 -0.601 0.39
H -2.903 2.240 -1.604 0.34
H -1.861 2.125 -2.777 0.34
O -2.266 1.657 -2.021 -0.70
H -0.158 -2.122 -0.806 0.33
H 0.740 -2.171 -1.973 0.33
O 0.227 -1.531 -1.466 -0.65
```

Properties
Net charge: +1

***

Result of the stability comparison: arrangement B is the most stable of them.

***

Arrangement A

Here is a 2-piece molecular cluster, CH6N3OS overall from OMol25. Energies are from the ωB97M-V functional and the def2-TZVPD basis.

```
12
Properties=species:S:1:pos:R:3:mulliken_charge:R:1
C 0.366 0.033 -1.030 0.23
N 0.059 -0.028 -2.327 -0.33
N -1.627 -0.913 1.914 -0.01
N 1.530 0.520 -0.627 -0.36
O -1.029 -0.499 3.003 -0.30
S -1.455 0.034 0.604 0.16
H -0.677 -0.557 -2.789 0.27
H 0.858 0.024 -2.855 0.19
H 2.347 0.703 -1.306 0.23
H 1.600 0.765 0.431 0.28
H -1.036 -1.162 3.713 0.38
H -0.935 1.082 1.271 0.26
```

Properties
Net charge: +1

***

Arrangement B

Here is an isolated ion of composition CH6N3OS and charge +1 from OMol25. Energies are from the ωB97M-V functional and the def2-TZVPD basis.

```
12
Properties=species:S:1:pos:R:3:mulliken_charge:R:1
C 0.166 -0.955 -0.083 0.64
N 0.274 -2.139 0.428 -0.37
N 0.203 0.114 0.659 -0.25
N 0.022 1.528 -0.353 -0.52
O 0.260 -0.832 -1.370 -0.45
S -0.924 2.727 0.245 -0.01
H 0.347 -2.084 1.518 0.27
H 0.466 -2.939 -0.145 0.27
H -0.252 0.092 1.628 0.31
H 1.075 1.590 -0.382 0.38
H 0.362 0.149 -1.563 0.52
H -1.998 2.749 -0.583 0.20
```

Properties
SMILES string: N/C(O)=[NH+]/NS
Net charge: +1

***

Result of the stability comparison: arrangement B is the most stable of them.